Record 1
C19H62N16O11 | wB97M-V/def2-TZVPD

Positions of all 108 atoms, in Å:
O 23.3205 12.0993 25.2300
O 27.9812 13.1586 29.0240
O 24.5655 22.8330 26.7593
O 21.2130 21.1504 29.6607
O 23.9683 22.8515 32.9592
O 23.7904 18.3428 30.5185
O 26.1463 19.5033 29.9440
O 25.9041 19.4579 27.3208
O 24.6539 11.8293 31.6385
O 23.2813 17.3714 35.2704
O 20.8598 16.8262 25.5684
N 19.6638 21.9437 28.3082
N 22.7867 23.7355 27.7367
N 24.7633 20.2128 25.6665
N 22.0270 22.1566 32.0457
N 24.7698 13.6980 25.9143
N 23.0329 16.5472 33.2089
N 23.2562 12.9548 30.4278
N 22.9162 13.0277 32.4904
N 25.9133 18.5348 25.3235
N 23.4442 18.7129 33.5103
N 23.8472 21.2268 31.4555
N 19.6980 19.8573 28.6856
N 22.5493 14.1582 27.5293
N 29.5587 11.9427 31.1486
N 23.4483 21.7310 28.2571
N 25.3262 12.4150 24.3076
C 21.8643 14.8015 26.4221
C 23.6582 17.7053 29.2587
C 29.6171 11.4550 29.7653
C 26.6083 13.5502 29.0429
C 23.3219 22.1626 32.1679
C 23.6405 22.7384 27.5110
C 20.2388 20.9643 28.9731
C 28.1699 11.7694 29.2426
C 20.5085 14.0234 26.0963
C 25.5045 19.3728 26.2035
C 29.9932 9.9418 29.9231
C 24.3592 12.6801 25.1185
C 28.1839 18.1670 29.7809
C 20.7729 18.2348 25.6943
C 27.5266 19.5084 30.2441
C 24.0174 16.2933 29.3975
C 23.6528 12.5542 31.5311
C 23.2169 17.5422 34.0465
C 21.4850 16.2395 26.7007
H 21.5099 22.8385 32.5820
H 30.4237 12.0122 29.2888
H 27.3836 11.3323 29.8580
H 20.8945 16.4217 27.5986
H 22.6135 24.4038 26.9995
H 24.8491 21.1856 31.5756
H 23.9381 20.9043 27.9461
H 25.0148 11.7835 23.5834
H 22.6543 21.7044 28.8808
H 23.2791 12.8366 33.4134
H 26.0092 13.1476 24.1780
H 21.4953 21.7924 31.2680
H 29.1087 12.8465 31.1189
H 27.9558 11.3475 28.2606
H 26.1290 13.6350 30.0182
H 22.6289 13.1685 27.3442
H 24.1980 15.9156 28.3911
H 24.6390 18.7874 30.5797
H 27.9358 20.4200 29.8086
H 22.4180 16.7942 26.8001
H 24.0440 14.1810 26.4242
H 26.0811 19.5534 28.9875
H 22.4758 14.7145 25.5240
H 20.1149 18.5624 26.4991
H 24.4007 20.0565 24.7369
H 21.9050 14.1432 28.3070
H 29.7109 9.2951 29.0923
H 22.2217 13.7148 32.2338
H 28.8536 11.3503 31.5632
H 22.6700 17.8606 28.8258
H 22.6806 15.6588 33.5358
H 24.3292 18.1518 28.5249
H 28.2079 18.0494 28.6975
H 19.8310 14.2478 26.9202
H 20.1150 14.3208 25.1243
H 22.2923 23.8495 28.6100
H 20.0857 19.0330 29.1217
H 25.5493 18.5275 24.3814
H 31.0581 9.8191 30.1204
H 19.1603 19.7738 27.8347
H 23.2912 20.6125 30.8779
H 23.1258 16.7005 32.2150
H 20.7096 12.9614 25.9558
H 23.3735 18.9106 32.5224
H 24.9429 16.1740 29.9607
H 27.6021 17.3349 30.1775
H 25.9832 12.9558 28.3765
H 25.6908 14.0714 25.7336
H 26.7130 18.0049 25.6396
H 27.7081 19.6448 31.3102
H 23.8397 19.3513 34.1857
H 23.2878 15.6961 29.9442
H 23.5307 12.2608 29.7473
H 22.5524 13.6556 30.2444
H 18.7628 21.7522 27.8941
H 29.5199 9.5158 30.8077
H 29.2427 18.1359 30.0377
H 24.5122 21.0490 26.1742
H 21.7429 18.7314 25.7201
H 26.5842 14.5361 28.5786
H 19.9636 22.8661 28.5901
H 20.2926 18.5173 24.7574

Multiplicity: 2
Gap between HOMO and LUMO (spin up / spin down) in Eh: 0.2920 / 0.0675
Net charge: +1
HOMO level (spin up / spin down) in eV: -10.38 / -10.38
Lowest unoccupied orbital energy (spin up / spin down) in eV: -2.4 / -8.5

Record 2
C19H62N6O12 | wB97M-V/def2-TZVPD

Positions of all 99 atoms, in Å:
O 11.8780 -12.3660 23.7730
O 17.0590 -10.7180 22.5410
O 13.9260 -15.4040 24.1130
O 15.1100 -11.0180 24.3810
O 16.4060 -15.4420 22.9320
O 13.0480 -9.8700 20.2390
O 14.4700 -7.6430 21.3220
O 11.2780 -14.1380 27.7030
O 13.0570 -10.3520 26.1400
O 15.9750 -6.7710 26.3150
O 20.3610 -8.4230 22.4640
O 19.9670 -12.3450 21.9270
N 10.1280 -12.9610 22.3980
N 17.9040 -13.3100 22.4500
N 19.3900 -14.6920 21.6430
N 17.0200 -8.9950 20.9530
N 9.6650 -11.8760 24.2620
N 18.8470 -10.2100 21.0530
C 15.8880 -17.6230 22.1780
C 15.3660 -12.3810 24.7770
C 19.1130 -13.4720 22.0430
C 12.8320 -15.2160 23.3150
C 15.9310 -8.0870 25.8700
C 16.5060 -12.4460 25.7480
C 12.2030 -13.9650 26.6570
C 10.5690 -12.3730 23.4400
C 14.5290 -11.7910 20.4870
C 20.2960 -9.7400 24.5340
C 13.5670 -10.6910 27.3910
C 17.6250 -10.0150 21.4930
C 13.4710 -10.9260 21.1260
C 14.0880 -7.3710 22.6450
C 21.0990 -9.2850 23.2830
C 13.3470 -9.6320 28.4510
C 17.0560 -8.3920 24.8910
C 13.3050 -14.4160 22.0480
C 16.5730 -16.8060 23.2920
H 17.5250 -12.3720 22.7770
H 15.4220 -6.6840 27.0870
H 20.3400 -14.9000 21.4000
H 13.0910 -10.1820 19.3820
H 19.7800 -9.0070 21.9220
H 15.5560 -12.9430 23.9050
H 19.2150 -9.6630 20.2370
H 13.0150 -7.1190 22.7440
H 17.1950 -9.4550 24.8160
H 14.4140 -12.8000 25.1240
H 13.9700 -8.7350 28.3370
H 14.2650 -12.5790 19.7780
H 10.8190 -13.1930 21.6300
H 16.0040 -18.6700 22.3220
H 15.8900 -10.7080 23.9410
H 17.4480 -8.6890 20.1340
H 8.8010 -11.4570 23.8650
H 13.8680 -10.5680 22.1380
H 14.1400 -14.8710 21.5980
H 13.1380 -11.5940 27.8780
H 18.7810 -15.5770 21.6700
H 16.0420 -16.9840 24.2050
H 16.4200 -17.4700 21.2690
H 15.0220 -12.2370 21.3070
H 12.5740 -16.1880 22.9720
H 16.0370 -8.6790 26.7450
H 12.5210 -14.3180 21.3800
H 14.9270 -8.3800 25.4950
H 13.3460 -10.9550 25.4560
H 21.2600 -10.1850 22.6380
H 15.5400 -15.1090 23.1960
H 12.2950 -14.6970 25.8460
H 19.4050 -10.8970 21.5970
H 20.8990 -10.5440 24.9690
H 9.9370 -11.3040 25.0660
H 17.6420 -16.9630 23.5840
H 9.0740 -12.9790 22.2960
H 16.6200 -8.0650 23.9140
H 13.5650 -13.3780 22.2980
H 14.8020 -6.6780 23.1520
H 14.2020 -8.3710 23.1510
H 13.9460 -8.3320 20.8950
H 17.9460 -7.9080 25.1440
H 13.2460 -14.1620 27.0500
H 12.2720 -9.4370 28.5550
H 17.3400 -14.1520 22.7500
H 14.6500 -10.8130 27.3520
H 15.3630 -11.2520 20.0190
H 22.0840 -8.9120 23.5410
H 16.7310 -13.5260 25.9380
H 20.0910 -8.9510 25.2390
H 13.7070 -10.0880 29.3840
H 10.9890 -13.2020 27.9290
H 14.8510 -17.3400 22.1210
H 16.4470 -11.9370 26.7070
H 12.5770 -11.4830 21.2830
H 16.0750 -8.6600 21.1210
H 11.9020 -14.8270 23.7950
H 17.4050 -12.1150 25.1680
H 13.6750 -16.0340 24.7800
H 12.0740 -12.8880 26.3560
H 19.3680 -10.0670 24.2310

Gap between HOMO and LUMO in Eh: 0.3305
Net charge: 0
HOMO level in eV: -8.91
SMILES: NC(N)=O.NC(N)=O.NC(N)=O.CCO.CCO.CCO.CCO.CCO.CCO.CCO.CO.CO
Relative energy (zero: lowest compared OMol25 entry of this formula, charge and spin) in kcal per mole: 99.15
Lowest unoccupied orbital energy in eV: 0.1

Record 3
C19H62O17 | wB97M-V/def2-TZVPD

Positions of all 98 atoms, in Å:
O 0.9072 -2.4461 4.4175
O -2.8254 -1.6894 -3.3806
O -5.7654 -0.3570 0.5726
O 1.4699 -5.1388 -1.8230
O 1.0228 0.6188 -2.6920
O -3.4398 0.7521 1.9769
O 1.4483 -0.8333 0.0960
O -3.2717 -1.8436 1.8725
O -4.2038 -2.3195 -0.7586
O 1.4884 3.9565 -0.4718
O 2.6883 3.5348 2.1470
O 0.9544 -5.0938 1.0272
O 2.8746 1.0356 3.3839
O 2.2322 3.4366 -3.2505
O 5.3932 1.3339 -1.4325
O -2.5642 3.9272 -1.9429
O 3.8875 -1.0641 1.3514
C -1.4709 3.0433 -2.2116
C 4.3667 0.4451 -1.8560
C -0.5015 0.4111 0.7609
C 0.9237 -0.6794 -3.2656
C -2.7221 -0.4023 -2.7684
C -3.7400 -3.3510 0.0820
C -3.9552 1.1903 0.7290
C 2.3047 4.7950 -1.2729
C -4.0329 0.3569 -2.9670
C 0.5240 -4.1203 0.0702
C -5.4465 1.0393 0.6583
C 1.9275 4.7149 -2.7351
C -2.6879 -2.8544 1.0432
C 1.5183 -3.9522 -1.0328
C -0.1415 -1.9875 3.5636
C 2.1193 2.0749 3.9879
C 3.9919 -2.2982 2.0498
C 0.9970 0.3765 0.7181
C 2.7237 3.3901 3.5592
H 1.4289 0.5291 -1.8241
H 1.0328 -5.9327 0.5606
H 3.6373 0.3421 -1.0568
H -3.1517 -2.0783 2.7960
H 2.1698 2.0111 5.0797
H -0.8226 1.3475 1.2220
H -0.4086 -0.9572 3.7680
H -4.0117 1.3454 -2.4953
H 1.2319 -3.0595 -1.5984
H -0.5464 3.6034 -2.2985
H -4.1697 0.5254 -4.0354
H 2.5647 5.4643 -3.2045
H 3.8808 0.7491 -2.7856
H 2.1838 -5.1472 -2.4653
H 4.3767 -0.4003 1.8467
H 0.3817 -3.1840 0.6107
H -2.3004 4.4974 -1.2171
H -3.4775 0.6486 -0.0919
H -0.8972 0.4082 -0.2570
H -0.8965 -0.4258 1.3315
H 3.5614 -3.0860 1.4408
H -4.8708 -0.2170 -2.5707
H 1.4440 0.3877 1.7204
H -3.3801 -0.2147 1.9350
H -1.8270 -2.4289 0.5139
H 5.0379 -2.5452 2.2692
H 6.0474 1.3658 -2.1352
H 2.2182 5.8379 -0.9241
H 0.8676 4.9194 -2.9050
H 1.2555 -3.2570 4.0362
H 2.1688 4.2074 4.0153
H -6.6764 -0.4927 0.8426
H 2.7787 0.2271 3.8951
H -5.8305 1.5555 -0.2354
H 1.9572 3.6833 0.3257
H 3.7597 3.4345 3.9130
H 3.0460 2.7023 1.8072
H -3.3781 -4.1388 -0.5746
H 1.4205 1.2526 0.2026
H -2.4524 -0.5236 -1.7140
H 2.3582 -0.9802 0.4035
H -1.5960 2.4354 -3.1040
H -3.2956 -2.2425 -2.7440
H 3.4985 -2.2710 3.0290
H -0.9755 -2.6944 3.6263
H -3.7212 2.2534 0.6611
H -4.4512 -1.5444 -0.2288
H -2.2704 -3.6789 1.6315
H 4.7820 -0.5601 -2.0182
H -4.5683 -3.7077 0.7093
H 1.0708 2.0595 3.6723
H 0.2217 -2.0340 2.5285
H 0.8910 -0.5904 -4.3490
H -5.9415 1.5072 1.5126
H 1.8057 -1.2718 -2.9939
H 1.7928 2.7676 -2.7100
H -0.4856 -4.4015 -0.2530
H -1.9198 0.1463 -3.2636
H -1.4742 2.3408 -1.3706
H 0.0450 -1.2257 -2.9081
H 2.5151 -3.8207 -0.6014
H 3.3701 4.5548 -1.1786

Gap between HOMO and LUMO in Eh: 0.3620
Net charge: 0
HOMO level in eV: -9.59
SMILES: OCCO.OCCO.OCCO.OCCO.OCCO.CCO.CCO.CO.CO.CO.CO.CO
Lowest unoccupied orbital energy in eV: 0.3

Record 4
C19H64N10O20 | wB97M-V/def2-TZVPD

Positions of all 113 atoms, in Å:
O -0.5450 -3.6955 -2.2447
O 2.4762 2.3082 -4.2058
O 5.3376 -1.0959 2.1779
O 0.9534 -1.6214 3.3306
O -3.7519 0.7710 0.1885
O -0.9355 -1.5199 -0.4919
O 3.0945 1.5329 1.3800
O -1.1881 3.1961 4.4437
O -1.3451 5.0444 0.0615
O 0.9483 3.2282 0.2596
O -3.5488 -2.9132 -2.4660
O 2.2282 -3.1603 -0.3084
O 4.5515 -2.3098 -2.2304
O -1.6076 -5.9028 1.4184
O -4.0513 2.5494 -1.8951
O 3.2877 1.1547 -1.6762
O 2.4790 -0.8611 -4.7518
O -3.9697 4.9586 0.0659
O -2.8662 5.0277 2.8340
O 5.6580 -2.8498 4.6346
N -4.6894 -0.8948 -0.6968
N 1.6843 -1.2887 -2.6789
N -6.0206 0.4919 0.4874
N 1.2531 -0.6849 5.2290
N -0.7786 -3.9313 1.1786
N 0.8287 -0.6425 0.5041
N -2.8605 -4.2792 0.6316
N 1.0243 0.5796 3.4815
N 1.0665 -2.6035 -4.3335
N -0.9251 0.6016 0.2747
C 0.9786 -0.6479 3.9976
C -1.7495 -4.7981 1.0808
C 4.4855 -2.3703 -0.8369
C 3.6006 -3.4829 -0.3026
C 4.2940 -1.6338 2.9667
C -1.7175 2.8770 3.2001
C 1.7902 -1.5238 -3.9863
C 0.5987 3.9681 -0.9106
C 4.6242 -2.9621 3.7114
C 3.8583 2.0185 -3.9901
C -3.1091 3.6356 3.0213
C -5.1011 3.5270 -1.6182
C -4.7945 0.1822 0.0210
C -1.6399 -4.5172 -2.6492
C -2.7606 -3.6759 -3.4221
C -0.3733 -0.5486 0.0243
C -0.9129 4.1517 -0.9819
C -4.5154 4.9439 -1.2595
C 4.0466 2.0306 -2.4571
H 1.1841 -1.9300 -2.0800
H -3.5178 -4.3444 -3.8319
H -1.4423 3.2024 -0.9006
H -1.9209 0.5408 0.1171
H 6.1635 -1.3301 2.6076
H -3.8038 3.3614 3.8152
H -0.8087 -3.0286 -1.6065
H 1.1245 -1.5805 5.6777
H -2.3003 5.0271 0.1558
H -1.6846 1.7971 3.3441
H -0.4562 1.3694 0.7337
H 3.7721 -3.2427 4.3305
H 5.4653 -2.5795 -0.4074
H 4.0177 -0.8683 3.6918
H -3.7284 5.2436 -1.9516
H -0.0662 -4.2658 1.8117
H 3.1831 2.0152 2.2020
H 4.4631 2.6974 -4.5913
H 3.7494 1.0684 -0.8390
H -2.6650 -3.3714 0.2344
H 2.0025 1.4752 -4.2637
H -0.9911 4.5067 -2.0095
H 0.9763 3.4985 -1.8190
H 3.6817 -1.9779 -2.4645
H 3.5095 -1.7905 2.2264
H 4.7694 -3.7277 2.9492
H -5.6981 3.0500 -0.8409
H 3.7724 -4.3431 -0.9495
H 1.3177 -1.4766 0.2121
H -3.7910 -1.0738 -1.1223
H 1.0104 -2.9274 -5.2885
H 4.2168 -1.4176 -0.3806
H -3.5659 3.2268 2.1200
H 6.5032 -2.6187 4.2424
H -4.6547 5.1025 0.7229
H -3.7295 2.1609 -1.0784
H 1.7060 -3.9165 -0.0308
H -2.3176 -2.9960 -4.1498
H 1.0252 0.1626 5.7291
H -1.3481 -5.3057 -3.3429
H -6.7132 -0.2418 0.4419
H -3.6336 -4.8033 0.2472
H -5.7524 3.5736 -2.4910
H 3.8149 3.0199 -2.0627
H -0.8847 -2.9843 0.8440
H 1.0319 0.4370 2.4816
H 2.7237 2.1684 0.7677
H -1.0497 3.2380 2.4179
H -3.7397 5.4258 2.8232
H 4.1543 1.0193 -4.3096
H -1.2110 4.1533 4.5135
H -4.1490 -2.3763 -2.9886
H -5.4840 -1.5117 -0.7864
H -2.0750 -5.0032 -1.7759
H 5.0909 1.8046 -2.2418
H 1.0592 1.4914 3.9144
H 3.8881 -3.7369 0.7177
H -6.1292 1.2946 1.0906
H -5.3631 5.6278 -1.3025
H 1.0490 3.8611 0.9743
H 0.4750 -3.0425 -3.6425
H 2.0056 -0.3694 -2.4111
H 1.2641 0.2688 0.5101
H 1.1131 4.9290 -0.9179

Multiplicity: 2
Gap between HOMO and LUMO (spin up / spin down) in Eh: 0.3385 / 0.1117
Net charge: +1
HOMO level (spin up / spin down) in eV: -11.53 / -11.52
Lowest unoccupied orbital energy (spin up / spin down) in eV: -2.3 / -8.5

The max |F| results, record by record, are as follows: 8.865, 9.357, 1.521, 6.520 eV/A.